# 1
ORCA calculation (ωB97M-V/def2-TZVPD) on an isolated ion of composition CH3N2O2 and charge -1 at a distorted geometry.

Atoms and positions in Å:
1 O -2.530 -0.522 0.008
2 O -1.279 1.285 0.088
3 N -1.459 0.066 0.010
4 N -0.103 -0.885 -0.091
5 C 1.080 -0.129 -0.022
6 H 1.548 0.014 -1.018
7 H 0.945 0.867 0.428
8 H 1.799 -0.696 0.596

Cartesian forces (eV/Å) of the 2 atoms listed first:
0.2 0.6 0.0
-1.0 -0.2 0.0

Results
Total charge   -1
SMILES   CN=[N+]([O-])[O-]
Orbital gap   7.34 eV
LUMO   4.77 eV
Molar mass   75.05 g/mol
Total energy   -8157.2535 eV
Relative energy (zero: lowest compared OMol25 entry of this formula, charge and spin)   98.3 kcal per mole

Here are the natural (NBO) charges for atoms 1 to 6, given in e: -0.479, -0.520, 0.579, -0.595, -0.459, 0.124

# 2
ORCA calculation (ωB97M-V/def2-TZVPD) on CH3N2O2 as an isolated structure at a distorted geometry.

Atoms and positions in Å:
1 O 2.543 -0.413 0.011
2 O 1.030 1.181 0.076
3 N 1.350 -0.042 -0.059
4 N 0.518 -0.949 -0.247
5 C -1.150 -0.036 -0.009
6 H -0.918 0.243 1.045
7 H -2.033 -0.655 -0.002
8 H -1.338 0.671 -0.815

Cartesian forces (eV/Å) of the 2 atoms listed first:
1.1 0.2 0.0
0.7 0.2 0.0

Results
Total charge   -1
Orbital gap   8.19 eV
LUMO   4.47 eV
Molar mass   75.05 g/mol
Total energy   -8156.7856 eV
Relative energy (zero: lowest compared OMol25 entry of this formula, charge and spin)   109.1 kcal per mole

Here are the natural (NBO) charges for atoms 1 to 6, given in e: -0.588, -0.622, 0.513, -0.336, -0.505, 0.205

# 3
ORCA calculation (ωB97M-V/def2-TZVPD) on a 2-piece molecular cluster, CH3N2O2 overall at a distorted geometry.

Atoms and positions in Å:
1 O 3.844 -0.289 -0.238
2 O 2.052 0.503 -0.605
3 N 0.444 -0.509 0.790
4 N 4.599 0.115 0.419
5 C 0.922 0.118 -0.344
6 H 0.167 0.455 -1.108
7 H -0.619 -0.418 0.907
8 H 0.999 -0.765 1.562

Cartesian forces (eV/Å) of the 2 atoms listed first:
2.7 -0.1 1.2
0.1 -0.1 0.3

Results
Total charge   +1
Orbital gap (alpha / beta)   7.61 / 7.61 eV
LUMO (alpha / beta)   -7.82 / -7.82 eV
Molar mass   75.05 g/mol
Total energy   -8149.8993 eV
Relative energy (zero: lowest compared OMol25 entry of this formula, charge and spin)   28.5 kcal per mole

Here are the natural (NBO) charges for atoms 1 to 6, given in e: 0.179, -0.594, -0.794, 0.631, 0.549, 0.179